#w
A cluster of 3 separate species, C3H10NO4 in total. Source: OMol25; level of theory: ωB97M-V with the def2-TZVPD basis set.

```
18
Properties=species:S:1:pos:R:3:nbo_charge:R:1
C 0.57 1.83 -0.20 -0.204
C 1.39 0.60 -0.25 -0.530
C 1.00 -0.44 0.78 0.765
O -0.02 -1.15 0.37 -0.857
O 1.70 -0.54 1.73 -0.709
N -0.93 1.55 -0.18 -0.858
H 0.69 2.46 0.66 0.168
H 0.94 2.49 -0.89 0.166
H 1.09 0.25 -1.31 0.201
H 2.42 0.99 -0.24 0.192
H -1.16 1.18 0.67 0.366
H -1.26 1.06 -1.01 0.356
H -0.05 -1.52 -1.14 0.495
H 0.84 -2.67 -1.36 0.453
O 0.22 -2.15 -1.82 -1.005
H -2.70 -1.66 0.77 0.465
H -2.02 -1.22 2.00 0.478
O -2.72 -1.07 1.43 -0.943
```

Properties
net charge: -1
HOMO-LUMO gap: 8.771 eV



#x
A cluster of 3 separate species, C3H10NO4 in total. Source: OMol25; level of theory: ωB97M-V with the def2-TZVPD basis set.

```
18
Properties=species:S:1:pos:R:3:nbo_charge:R:1
C -0.46 -1.17 1.40 -0.210
N -1.00 -0.91 0.07 -0.726
C -0.57 0.19 -0.83 0.883
O 0.62 0.57 -0.68 -0.843
O -1.50 0.53 -1.56 -0.747
C -0.77 0.00 2.38 -0.634
H -0.97 -2.09 1.77 0.169
H 0.63 -1.29 1.51 0.194
H -1.99 -0.70 0.20 0.359
H -0.18 -0.17 3.30 0.194
H -1.85 0.04 2.50 0.182
H -0.60 1.01 1.92 0.226
H 2.08 2.83 0.29 0.453
H 0.94 1.87 0.42 0.508
O 1.30 2.68 0.85 -0.994
H 0.73 -2.24 -1.76 0.465
H 1.52 -1.18 -1.39 0.495
O 1.67 -2.00 -1.90 -0.974
```

Properties
net charge: -1
HOMO-LUMO gap: 8.958 eV



Which of them is the least stable? Correct choice: #w.



#w
The molecule C3H8N2O2S. Source: OMol25; level of theory: ωB97M-V with the def2-TZVPD basis set.

```
16
Properties=species:S:1:pos:R:3:nbo_charge:R:1
C -2.84 -0.74 -0.55 -0.247
C 0.32 -0.13 0.37 0.293
C 1.66 -0.55 0.64 -0.569
H -3.42 0.35 -0.43 0.208
H -3.11 -1.39 0.28 0.174
H -2.88 -1.39 -1.46 0.188
H 1.99 0.23 1.38 0.218
H 1.88 -1.69 1.01 0.270
H 3.38 0.33 -0.98 0.124
H -0.67 1.43 -0.38 0.384
H 1.72 2.31 0.56 0.457
N -0.70 -0.90 0.31 -0.168
N 0.13 1.26 0.19 -0.342
O -1.74 -0.13 -0.08 -0.437
O 1.19 1.90 -0.41 -0.545
S 3.09 -0.89 -0.45 -0.009
```

Properties
SMILES: CO/N=C(/CS)NO
HOMO-LUMO gap: 9.189 eV



#x
The molecule C3H8N2O2S. Source: OMol25; level of theory: ωB97M-V with the def2-TZVPD basis set.

```
16
Properties=species:S:1:pos:R:3:nbo_charge:R:1
C 0.46 1.95 -0.45 -0.258
C -0.53 0.27 0.88 -0.144
C -0.37 -0.94 0.01 0.323
H 0.32 2.99 -0.73 0.194
H 0.76 1.37 -1.32 0.183
H 1.29 1.98 0.33 0.159
H 0.35 0.23 1.58 0.187
H -1.39 0.25 1.51 0.230
H 0.86 -1.80 -1.37 0.408
H 2.83 -0.06 0.21 0.103
H -3.12 -2.10 -0.28 0.479
N 0.86 -1.15 -0.61 -0.754
N -1.30 -1.67 -0.44 -0.176
O -0.74 1.46 0.12 -0.512
O -2.58 -1.47 0.24 -0.586
S 2.31 -1.31 0.32 0.166
```

Properties
SMILES: COC/C(=N\O)NS
HOMO-LUMO gap: 9.570 eV



Which of them is the least stable? Correct choice: #w.



#w
The molecule C11H20N2O5. Source: OMol25; level of theory: ωB97M-V with the def2-TZVPD basis set.

```
38
Properties=species:S:1:pos:R:3:nbo_charge:R:1
C -0.73 1.08 1.06 -0.135
C 0.43 0.47 0.29 0.680
C -1.54 2.16 0.32 -0.399
C -2.55 2.99 1.26 -0.209
C -3.60 2.03 1.82 -0.609
C -3.16 4.12 0.58 -0.616
C 1.18 -1.39 -1.06 -0.177
C 0.49 -1.68 -2.37 0.784
C 2.03 -2.43 -0.44 -0.389
C 3.02 -3.04 -1.40 -0.526
C 4.12 -3.82 -0.70 0.796
H 0.51 2.29 2.23 0.378
H -0.04 0.84 2.97 0.367
H -1.37 0.25 1.38 0.179
H -0.83 2.92 -0.06 0.215
H -2.08 1.82 -0.55 0.208
H -1.89 3.32 2.10 0.219
H -3.11 1.10 1.90 0.198
H -4.50 1.86 1.27 0.202
H -3.98 2.41 2.78 0.211
H -2.53 4.61 -0.16 0.205
H -3.95 3.70 0.00 0.199
H -3.45 4.99 1.12 0.220
H -0.72 -1.33 -0.04 0.435
H 1.84 -0.54 -1.25 0.256
H 2.46 -1.91 0.44 0.246
H 1.46 -3.23 0.06 0.216
H 3.45 -2.27 -2.02 0.249
H 2.60 -3.86 -1.98 0.238
H 5.03 -5.28 -0.60 0.486
H 0.41 -1.83 -4.24 0.509
N -0.26 1.55 2.34 -0.836
N 0.25 -0.86 -0.07 -0.622
O 1.39 1.21 0.03 -0.626
O -0.61 -2.20 -2.40 -0.615
O 4.73 -3.50 0.27 -0.584
O 4.45 -5.04 -1.29 -0.684
O 1.07 -1.47 -3.57 -0.671
```

Properties
SMILES: CC(C)C[C@H](N)C(=O)N[C@@H](CCC(=O)O)C(=O)O
HOMO-LUMO gap: 9.678 eV



#x
A cluster of 2 separate species, C11H20N2O5 in total. Source: OMol25; level of theory: ωB97M-V with the def2-TZVPD basis set.

```
38
Properties=species:S:1:pos:R:3:nbo_charge:R:1
O -0.22 5.32 2.82 -0.524
O -2.92 -2.87 0.54 -0.658
O 1.25 -3.56 -1.10 -0.641
O -0.66 3.72 0.61 -0.463
O 1.69 4.19 3.28 -0.670
C 0.60 4.46 2.51 0.668
C -2.70 -1.81 -0.02 0.679
C 0.10 -3.37 -0.73 0.650
C 0.40 3.67 1.25 0.482
N -0.90 -4.22 -1.00 -0.615
N -1.47 -1.39 -0.32 -0.605
C -3.84 -0.91 -0.42 -0.708
C -0.74 -5.46 -1.76 -0.411
C -0.22 -2.09 0.06 -0.309
C 2.93 2.17 -1.33 -0.607
C 1.20 1.30 1.17 -0.601
C 1.65 2.83 -0.81 -0.384
C 1.51 2.73 0.73 -0.310
H 1.63 4.81 4.03 0.507
H -1.81 -4.00 -0.60 0.427
H -1.38 -0.52 -0.82 0.401
H -4.77 -1.34 -0.07 0.246
H -3.86 -0.81 -1.51 0.230
H -3.70 0.07 0.03 0.230
H -1.71 -5.93 -1.90 0.207
H -0.29 -5.25 -2.73 0.209
H -0.09 -6.14 -1.21 0.205
H 0.62 -1.40 -0.06 0.234
H -0.29 -2.36 1.11 0.229
H 3.81 2.61 -0.86 0.203
H 2.92 1.10 -1.13 0.204
H 3.00 2.32 -2.41 0.218
H 2.01 0.62 0.90 0.222
H 0.28 0.94 0.71 0.204
H 1.08 1.25 2.26 0.219
H 0.78 2.37 -1.29 0.207
H 1.66 3.89 -1.10 0.208
H 2.46 3.04 1.17 0.218
```

Properties
SMILES: CC[C@H](C)C(=O)C(=O)O.CNC(=O)CNC(C)=O
HOMO-LUMO gap: 8.745 eV



#y
The molecule C11H20N2O5. Source: OMol25; level of theory: ωB97M-V with the def2-TZVPD basis set.

```
38
Properties=species:S:1:pos:R:3:nbo_charge:R:1
C 1.51 -0.90 0.21 -0.148
C 0.08 -0.67 -0.35 0.680
C 2.50 -0.07 -0.52 -0.412
C 3.92 -0.23 0.08 -0.221
C 4.00 0.62 1.45 -0.620
C 5.07 0.20 -0.85 -0.614
C -1.86 0.78 -0.29 -0.160
C -2.12 2.25 -0.05 0.795
C -2.90 -0.16 0.34 -0.389
C -4.28 0.02 -0.21 -0.526
C -5.25 -1.08 0.20 0.792
H 1.51 -2.70 -0.87 0.378
H 1.42 -2.86 0.70 0.355
H 1.58 -0.71 1.30 0.213
H 2.52 -0.42 -1.57 0.213
H 2.23 0.99 -0.64 0.202
H 3.92 -1.35 0.39 0.241
H 4.07 1.72 1.23 0.200
H 4.83 0.25 2.09 0.215
H 3.08 0.55 2.07 0.193
H 4.85 -0.32 -1.80 0.208
H 5.13 1.29 -0.98 0.206
H 6.04 -0.19 -0.53 0.216
H -0.04 1.19 0.64 0.428
H -1.95 0.65 -1.38 0.237
H -2.55 -1.20 0.20 0.257
H -2.88 0.12 1.44 0.212
H -4.20 -0.07 -1.32 0.229
H -4.65 1.06 0.01 0.255
H -6.91 -1.77 0.03 0.499
H -3.42 3.58 -0.53 0.504
N 1.92 -2.33 -0.03 -0.828
N -0.52 0.42 0.18 -0.619
O -0.49 -1.47 -1.12 -0.641
O -1.48 3.06 0.59 -0.585
O -5.06 -1.79 1.17 -0.607
O -6.41 -1.07 -0.46 -0.662
O -3.22 2.61 -0.81 -0.695
```

Properties
SMILES: CC(C)C[C@H](N)C(=O)N[C@@H](CCC(=O)O)C(=O)O
HOMO-LUMO gap: 9.947 eV



Which of them is the least stable? Correct choice: #w.



#w
The molecule CH3O3P. Source: OMol25; level of theory: ωB97M-V with the def2-TZVPD basis set.

```
8
Properties=species:S:1:pos:R:3:nbo_charge:R:1
C 1.29 0.06 0.05 -0.246
O -2.35 0.96 0.40 -0.980
O 0.07 0.61 0.35 -0.663
O -2.27 -1.36 -0.76 -0.927
P -1.66 -0.22 -0.02 2.281
H 1.77 -0.37 0.93 0.168
H 1.95 0.90 -0.24 0.190
H 1.19 -0.59 -0.71 0.177
```

Properties
SMILES: COP(=O)=O
HOMO-LUMO gap: 9.263 eV



#x
A cluster of 2 separate species, CH3O3P in total. Source: OMol25; level of theory: ωB97M-V with the def2-TZVPD basis set.

```
8
Properties=species:S:1:pos:R:3:nbo_charge:R:1
C 1.71 0.57 -0.10 0.264
O -2.66 0.75 -0.68 -0.994
O 1.49 -0.58 0.09 -0.497
O -1.28 -1.26 -0.07 -0.978
P -1.76 0.28 0.38 1.479
H 2.70 0.85 -0.14 0.126
H 0.84 1.15 -0.19 0.104
H -1.04 -1.77 0.71 0.496
```

Properties
SMILES: O=PO.C=O
HOMO-LUMO gap: 10.125 eV



Which of them is the least stable? Correct choice: #w.



#w
A cluster of 2 separate species, C2H5S in total. Source: OMol25; level of theory: ωB97M-V with the def2-TZVPD basis set.

```
8
Properties=species:S:1:pos:R:3:nbo_charge:R:1
S 0.41 1.05 1.92 -1.071
H 0.43 -0.22 2.28 0.076
C -0.38 -0.38 -2.16 -0.371
C -0.50 -1.69 -2.05 -0.410
H 0.14 0.20 -1.41 0.237
H -0.87 0.18 -2.95 0.173
H -0.08 -2.26 -1.23 0.199
H -1.01 -2.25 -2.83 0.167
```

Properties
net charge: -1
HOMO-LUMO gap: 6.401 eV



#x
The ion C2H5S with charge -1. Source: OMol25; level of theory: ωB97M-V with the def2-TZVPD basis set.

```
8
Properties=species:S:1:pos:R:3:nbo_charge:R:1
C -0.27 0.48 1.63 -0.615
C -0.59 -0.31 0.33 -0.527
S 0.53 -0.06 -1.08 -0.730
H -0.27 1.55 1.40 0.191
H 0.65 0.09 2.06 0.192
H -1.05 0.26 2.38 0.164
H -1.66 -0.29 0.09 0.162
H -0.34 -1.31 0.69 0.163
```

Properties
SMILES: CC[S-]
net charge: -1
HOMO-LUMO gap: 6.561 eV



Which of them is the least stable? Correct choice: #w.



#w
A cluster of 3 separate species, C2H12NO3 in total. Source: OMol25; level of theory: ωB97M-V with the def2-TZVPD basis set.

```
18
Properties=species:S:1:pos:R:3:nbo_charge:R:1
C 0.21 -1.50 1.21 -0.088
O 1.47 -0.87 1.40 -0.753
C -0.77 -0.43 0.73 -0.239
N -0.03 0.49 -0.16 -0.714
H -0.16 -1.95 2.13 0.208
H 0.29 -2.27 0.43 0.189
H 1.92 -1.24 2.17 0.509
H -1.54 -0.90 0.11 0.226
H -1.25 0.13 1.53 0.225
H 0.06 0.02 -1.07 0.454
H 0.92 0.59 0.22 0.453
H -0.50 1.41 -0.23 0.467
H -1.68 3.27 -1.01 0.496
H -1.92 3.50 0.49 0.508
O -1.46 2.93 -0.14 -0.973
H 0.25 -0.55 -3.19 0.487
H 1.56 -1.19 -2.79 0.502
O 0.66 -1.06 -2.48 -0.959
```

Properties
net charge: +1
HOMO-LUMO gap: 11.817 eV



#x
A cluster of 4 separate species, C2H12NO3 in total. Source: OMol25; level of theory: ωB97M-V with the def2-TZVPD basis set.

```
18
Properties=species:S:1:pos:R:3:nbo_charge:R:1
C 0.37 1.75 3.34 -0.458
C -0.77 1.98 1.24 0.127
N 0.22 1.52 1.91 -0.397
H 0.41 2.83 3.54 0.242
H -0.45 1.31 3.90 0.242
H 1.29 1.33 3.75 0.251
H -1.50 2.58 1.77 0.213
H -0.85 1.84 0.18 0.236
H 0.73 0.69 1.50 0.479
H -0.47 -2.50 -1.16 0.467
H -0.63 -1.72 -2.47 0.515
O -0.20 -1.68 -1.59 -0.986
H 2.16 -1.07 0.66 0.514
H 0.66 -1.17 0.29 0.519
O 1.31 -0.65 0.79 -0.974
H -1.11 -2.81 -4.43 0.481
H -0.94 -1.57 -5.34 0.497
O -0.96 -1.85 -4.41 -0.969
```

Properties
net charge: +1
HOMO-LUMO gap: 9.878 eV



#y
A cluster of 3 separate species, C2H12NO3 in total. Source: OMol25; level of theory: ωB97M-V with the def2-TZVPD basis set.

```
18
Properties=species:S:1:pos:R:3:nbo_charge:R:1
C 0.49 1.73 -0.13 -0.078
O 0.98 1.86 1.19 -0.751
C -0.73 0.82 -0.10 -0.254
N -0.29 -0.54 0.32 -0.678
H 0.21 2.70 -0.52 0.209
H 1.28 1.30 -0.75 0.185
H 1.03 2.74 1.57 0.506
H -1.02 0.78 -1.15 0.251
H -1.51 1.19 0.56 0.235
H 0.05 -0.87 -0.60 0.442
H 0.51 -0.63 0.96 0.466
H -0.99 -1.24 0.52 0.456
H -0.95 -3.10 2.55 0.488
H 0.44 -2.86 2.95 0.493
O -0.18 -2.59 2.27 -0.977
H 0.59 -1.10 -3.03 0.482
H 0.15 0.16 -3.71 0.500
O -0.04 -0.37 -2.91 -0.974
```

Properties
net charge: +1
HOMO-LUMO gap: 11.484 eV



#z
A cluster of 3 separate species, C2H12NO3 in total. Source: OMol25; level of theory: ωB97M-V with the def2-TZVPD basis set.

```
18
Properties=species:S:1:pos:R:3:nbo_charge:R:1
C 1.47 -0.78 -0.99 -0.100
O 1.71 0.72 -0.91 -0.751
C 0.61 -1.13 0.18 -0.247
N -0.34 -0.02 0.37 -0.719
H 2.45 -1.31 -0.96 0.223
H 0.85 -1.08 -1.83 0.197
H 2.68 0.81 -0.93 0.500
H 0.07 -2.11 0.12 0.239
H 1.16 -1.12 1.16 0.213
H -0.92 0.16 -0.50 0.468
H 0.29 0.81 0.49 0.455
H -0.88 -0.12 1.26 0.475
H -1.38 -1.67 3.16 0.501
H -2.57 -0.73 2.89 0.504
O -1.64 -0.87 2.71 -0.971
H -1.48 2.02 -2.55 0.494
H -0.93 2.69 -1.37 0.487
O -1.25 1.81 -1.64 -0.967
```

Properties
net charge: +1
HOMO-LUMO gap: 12.227 eV



Which of them is the least stable? Correct choice: #x.



#w
The molecule C9H8BrN3O2. Source: OMol25; level of theory: ωB97M-V with the def2-TZVPD basis set.

```
23
Properties=species:S:1:pos:R:3:nbo_charge:R:1
C 3.05 1.77 -0.34 -0.181
C 1.82 2.27 -0.54 -0.271
C 2.13 -0.37 0.19 -0.175
C -0.42 -0.56 0.37 -0.283
C 0.87 0.20 0.19 -0.180
C 3.29 0.40 0.01 -0.198
C 0.61 1.53 -0.29 0.126
C -1.51 0.26 0.02 0.503
C -3.48 -1.03 0.65 -0.443
N -0.59 2.01 -0.43 -0.387
N -2.80 0.16 0.22 -0.501
N -0.30 -1.77 -0.68 0.567
O 0.37 -2.74 -0.36 -0.362
O -0.90 -1.61 -1.70 -0.353
Br 5.00 -0.41 0.14 0.056
H 3.81 2.48 -0.43 0.221
H 1.75 3.37 -0.66 0.218
H 1.97 -1.50 0.55 0.243
H -0.46 -1.08 1.33 0.268
H -3.82 -1.62 -0.19 0.227
H -2.69 -1.73 1.12 0.222
H -4.43 -0.91 1.21 0.240
H -3.27 0.87 -0.37 0.441
```

Properties
HOMO-LUMO gap (spin up / spin down): 5.758 / 5.756 eV



#x
The molecule C9H8BrN3O2. Source: OMol25; level of theory: ωB97M-V with the def2-TZVPD basis set.

```
23
Properties=species:S:1:pos:R:3:nbo_charge:R:1
C 2.89 0.07 -1.47 -0.197
C 1.63 -0.12 -1.91 -0.225
C 2.25 0.18 0.89 -0.206
C -0.28 -0.09 1.15 -0.160
C 0.90 -0.03 0.49 -0.102
C 3.19 0.22 -0.08 -0.075
C 0.58 -0.18 -0.94 0.316
C -1.31 -0.41 0.12 0.270
C -2.72 1.51 0.60 -0.405
N -0.69 -0.33 -1.16 -0.453
N -2.61 0.10 0.27 -0.597
N -1.47 -2.00 0.32 0.556
O -2.57 -2.36 0.59 -0.335
O -0.49 -2.67 0.16 -0.372
Br 5.02 0.48 0.38 0.075
H 3.72 0.12 -2.17 0.235
H 1.39 -0.23 -2.95 0.236
H 2.49 0.29 1.94 0.234
H -0.48 -0.05 2.21 0.235
H -2.18 1.70 1.53 0.197
H -2.31 2.17 -0.18 0.178
H -3.77 1.75 0.75 0.210
H -3.18 -0.13 -0.54 0.386
```

Properties
SMILES: CN[C@]1([N+](=O)[O-])C=c2cc(Br)ccc2=N1
HOMO-LUMO gap (spin up / spin down): 7.279 / 7.280 eV



Which of them is the least stable? Correct choice: #w.



#w
The molecule C5H13NS2. Source: OMol25; level of theory: ωB97M-V with the def2-TZVPD basis set.

```
21
Properties=species:S:1:pos:R:3:nbo_charge:R:1
S 2.18 -0.33 -2.14 -0.143
S 1.54 1.12 -0.80 0.107
C 0.70 0.14 0.48 -0.563
C -0.65 -0.44 0.01 -0.068
C -0.55 -1.88 -0.48 -0.625
N -1.79 -0.46 0.97 -0.623
C -1.93 0.69 1.87 -0.217
C -3.19 0.50 2.74 -0.615
H 3.43 -0.48 -1.67 0.128
H 0.44 0.82 1.28 0.233
H 1.32 -0.68 0.82 0.223
H -1.09 0.13 -0.81 0.197
H -0.42 -2.55 0.38 0.191
H 0.19 -2.17 -1.22 0.231
H -1.47 -2.20 -0.97 0.221
H -1.75 -1.33 1.49 0.347
H -1.98 1.60 1.27 0.189
H -1.05 0.79 2.52 0.153
H -3.06 0.85 3.75 0.211
H -4.01 1.05 2.28 0.211
H -3.49 -0.54 2.62 0.213
```

Properties
SMILES: CCN[C@H](C)CSS
HOMO-LUMO gap: 9.281 eV



#x
The molecule C5H13NS2. Source: OMol25; level of theory: ωB97M-V with the def2-TZVPD basis set.

```
21
Properties=species:S:1:pos:R:3:nbo_charge:R:1
S 1.58 1.88 3.60 -0.135
S 1.41 2.20 1.62 0.075
C 0.14 1.01 1.02 -0.537
C 0.51 -0.08 0.02 -0.069
C 1.66 -0.92 0.60 -0.631
N -0.70 -0.84 -0.21 -0.651
C -1.13 -1.23 -1.53 -0.205
C -1.61 -0.03 -2.36 -0.623
H 1.06 3.01 4.09 0.123
H -0.66 1.65 0.61 0.229
H -0.41 0.62 1.89 0.234
H 0.85 0.31 -0.95 0.201
H 1.69 -0.80 1.69 0.204
H 2.62 -0.57 0.21 0.217
H 1.64 -1.98 0.40 0.216
H -1.00 -1.42 0.55 0.375
H -1.99 -1.90 -1.35 0.195
H -0.45 -1.78 -2.17 0.165
H -0.75 0.47 -2.80 0.197
H -2.28 -0.27 -3.18 0.211
H -2.18 0.68 -1.74 0.210
```

Properties
SMILES: CCN[C@H](C)CSS
HOMO-LUMO gap: 9.146 eV



Which of them is the least stable? Correct choice: #x.